C29H37BaN10O3PS3 | ωB97M-V with the def2-TZVPD basis set

Element x y z (Å)
Ba (0.4035, -0.3836, -1.1617)
C (-2.3510, 6.7949, 0.2858)
C (-2.7868, 5.5591, -0.4696)
O (-1.7818, 4.5341, -0.3576)
P (-1.9433, 3.2851, 0.6140)
S (-0.2634, 2.2718, 0.5701)
S (-3.7052, 2.4147, 0.2206)
O (-2.0889, 4.0294, 2.0334)
C (-1.9377, 3.2690, 3.2415)
C (-2.5661, 4.0571, 4.3661)
H (-3.1039, 7.5778, 0.1800)
H (-1.4016, 7.1654, -0.1005)
H (-2.2273, 6.5649, 1.3433)
H (-2.8852, 5.7583, -1.5360)
H (-3.7422, 5.1799, -0.1034)
H (-0.8747, 3.0963, 3.4123)
H (-2.4218, 2.2958, 3.1232)
H (-2.1241, 5.0521, 4.4235)
H (-2.3965, 3.5469, 5.3152)
H (-3.6394, 4.1651, 4.2095)
C (5.7530, 1.4588, 1.4633)
N (5.0290, 0.6923, 0.4737)
C (3.7131, 0.5148, 0.3573)
N (3.4540, -0.2360, -0.6986)
C (4.6917, -0.5044, -1.1944)
N (5.6766, 0.0316, -0.5135)
C (6.1151, 0.7029, 2.7212)
C (7.1079, 1.2464, 3.5275)
C (7.4636, 0.6338, 4.7181)
C (6.8369, -0.5357, 5.1065)
C (5.8494, -1.0899, 4.2969)
C (5.4839, -0.4716, 3.1054)
C (5.2233, -2.3299, 4.7596)
N (5.4245, -2.9001, 5.8977)
N (4.6366, -4.0348, 5.9102)
C (4.0203, -4.0636, 4.7794)
O (4.3415, -3.0121, 3.9897)
C (3.0978, -5.1129, 4.3387)
C (2.7252, -6.0582, 5.2912)
C (1.8936, -7.1015, 4.9345)
C (1.4395, -7.2070, 3.6298)
C (1.8138, -6.2739, 2.6702)
C (1.3463, -6.5233, 1.2553)
N (1.1871, -5.3376, 0.4339)
C (0.4887, -4.2221, 0.6758)
N (0.4425, -3.4741, -0.4051)
C (1.1619, -4.1979, -1.3067)
N (1.6318, -5.3336, -0.8439)
C (2.6419, -5.2149, 3.0280)
H (5.1424, 2.3273, 1.7163)
H (6.6594, 1.8153, 0.9775)
H (2.9881, 0.9401, 1.0353)
H (4.8618, -1.1026, -2.0738)
H (7.6068, 2.1585, 3.2201)
H (8.2352, 1.0672, 5.3402)
H (7.1016, -1.0353, 6.0278)
H (4.6997, -0.9052, 2.4956)
H (3.0985, -5.9580, 6.3006)
H (1.5979, -7.8358, 5.6718)
H (0.7897, -8.0280, 3.3493)
H (0.3947, -7.0564, 1.2875)
H (2.0571, -7.1524, 0.7209)
H (0.0550, -3.9786, 1.6333)
H (1.3409, -3.8756, -2.3204)
H (2.9452, -4.4778, 2.2938)
S (1.4675, -0.8180, 2.6464)
C (0.2805, -1.1760, 1.6436)
N (-4.8425, -0.4387, 1.0265)
C (-5.2206, -0.8435, -0.3618)
C (-3.9412, -1.1076, -1.1486)
N (-3.0659, -2.0790, -0.5072)
C (-2.7686, -1.6911, 0.8672)
C (-4.0081, -1.4674, 1.7169)
H (-5.6659, -0.1967, 1.5746)
H (-4.2667, 0.4448, 0.9727)
H (-5.7996, -0.0320, -0.8008)
H (-5.8405, -1.7384, -0.2918)
H (-3.3967, -0.1615, -1.2340)
H (-4.1890, -1.4333, -2.1571)
H (-3.4490, -3.0161, -0.5562)
H (-2.2243, -0.7471, 0.8123)
H (-2.0998, -2.4035, 1.3408)
H (-3.7434, -1.0741, 2.6980)
H (-4.6021, -2.3750, 1.8340)

Computed properties:
- ΔE to the lowest compared entry with this formula, charge and spin (kcal per mole) = 5.6

Atomic partial charges in e from the Mulliken method, atoms 1 to 5: 0.52 -1.00 -0.29 -0.34 0.51

=====

C29H37BrF7N6O4P | ωB97M-V with the def2-TZVPD basis set

Element x y z (Å)
C (-1.2574, 1.2122, 3.5059)
C (-0.5740, 0.3928, 2.4209)
F (-1.4721, -0.6890, 2.2476)
N (-0.1657, 1.0394, 1.1386)
C (-1.4064, 1.7090, 0.7403)
O (-1.4758, 2.8956, 0.9015)
C (-2.6585, 1.0572, 0.0608)
F (-3.6297, 1.0140, 1.0246)
F (-2.4954, -0.2103, -0.3685)
C (-3.2578, 1.9993, -1.0564)
F (-2.2992, 2.6019, -1.8007)
F (-3.9874, 2.9852, -0.4921)
C (-4.2088, 1.2428, -2.0532)
F (-4.9894, 0.3498, -1.4538)
F (-3.4656, 0.7090, -3.0732)
C (-5.1352, 2.3285, -2.7331)
O (-6.3195, 2.1842, -2.7303)
O (-4.5793, 3.4633, -3.2856)
C (0.3487, -0.0960, 0.4362)
N (0.3960, -0.2525, -0.8472)
C (0.8805, -1.4959, -1.4674)
C (-0.1626, -2.0810, -2.4797)
N (-0.0333, -3.5608, -2.4634)
C (-0.0265, 0.7972, -1.7925)
C (0.9496, 0.9456, -3.0091)
C (0.8467, 2.4267, -3.4993)
C (1.5164, 2.5872, -4.8928)
N (0.6262, 3.1110, -5.9381)
C (-0.7155, 3.3131, -5.9695)
C (-1.0171, 3.8250, -7.2331)
C (0.2208, 3.8905, -7.9664)
C (1.2308, 3.4327, -7.1208)
N (0.8173, -1.0395, 1.3557)
P (2.5797, -1.4682, 1.1816)
O (3.2213, -0.5300, 0.1845)
C (0.8192, -0.2860, 2.6986)
C (1.7744, 0.9492, 2.8367)
C (2.9468, 0.7751, 3.8197)
N (3.3734, 1.8352, 4.3735)
C (0.7318, -1.2980, 3.8723)
C (0.3209, -2.7430, 3.4908)
C (0.5006, -3.6528, 4.7226)
C (1.5863, -4.5477, 4.7131)
C (1.8181, -5.4395, 5.7599)
C (0.9389, -5.4280, 6.8598)
C (-0.1488, -4.5430, 6.8902)
C (-0.3639, -3.6546, 5.8202)
H (-1.1579, 0.8115, 4.5223)
H (-2.3404, 1.2599, 3.2859)
H (-0.9283, 2.2667, 3.5439)
H (-4.3261, 3.2669, -4.2013)
H (1.8778, -1.3718, -1.9138)
H (0.9910, -2.2946, -0.7165)
H (-1.1599, -1.8397, -2.0754)
H (0.0083, -1.7272, -3.5066)
H (-0.0639, -3.9085, -3.4179)
H (0.8955, -3.8242, -2.1358)
H (-1.0338, 0.5522, -2.1615)
H (-0.0150, 1.7966, -1.3235)
H (1.9749, 0.6431, -2.7532)
H (0.5810, 0.3346, -3.8539)
H (-0.2153, 2.7128, -3.4739)
H (1.3685, 3.0365, -2.7378)
H (2.3487, 3.3032, -4.7926)
H (1.9043, 1.5968, -5.1897)
H (-1.3747, 3.1102, -5.1277)
H (-2.0024, 4.0995, -7.6046)
H (0.3847, 4.2223, -8.9904)
H (2.2953, 3.3156, -7.3058)
H (3.2059, -1.6836, 2.4298)
H (2.5650, -2.7487, 0.5444)
H (1.2557, 1.8583, 3.1857)
H (2.2368, 1.2514, 1.8774)
H (3.4150, -0.1862, 4.0720)
H (4.1298, 1.6113, 5.0218)
H (1.6390, -1.3663, 4.4886)
H (-0.0608, -0.9217, 4.5481)
H (-0.7397, -2.8255, 3.1954)
H (0.9127, -3.1996, 2.6844)
H (2.2553, -4.5491, 3.8422)
H (2.6435, -6.1548, 5.7520)
H (1.0698, -6.1314, 7.6868)
H (-0.8317, -4.5621, 7.7461)
H (-1.2317, -2.9854, 5.8488)
Br (4.9236, -0.8259, 1.6771)

Atomic partial charges in e from the Mulliken method, atoms 1 to 5: -1.65 -0.32 -0.41 0.48 -0.59

=====

C29H37FeN4O2SSi | ωB97M-V with the def2-TZVPD basis set

Element x y z (Å)
Fe (-0.6219, -0.5555, 0.5031)
C (3.3712, 0.4404, -0.2621)
N (2.2657, 0.6859, -1.1768)
C (2.1523, 2.1007, -1.5307)
C (0.7996, 2.6600, -1.1531)
C (0.5884, 2.6877, 0.3594)
N (-0.3586, 1.7007, 0.8842)
C (-1.3669, 2.2470, 1.4553)
C (-2.4983, 1.6166, 2.1062)
C (-3.6066, 2.3911, 2.4507)
C (-4.6894, 1.8354, 3.1016)
C (-4.6449, 0.4831, 3.4411)
C (-3.5498, -0.2984, 3.1305)
C (-2.4557, 0.2536, 2.4452)
O (-1.3952, -0.4745, 2.1843)
C (2.3757, -0.0940, -2.3960)
C (2.3552, -1.5903, -2.1990)
C (1.0286, -2.2167, -1.7373)
N (-0.1350, -1.3429, -1.4826)
C (-1.0791, -1.4919, -2.3397)
C (-2.4441, -1.0183, -2.2949)
C (-3.3204, -1.4511, -3.3030)
C (-4.6462, -1.0882, -3.3056)
C (-5.1192, -0.2656, -2.2730)
C (-4.2857, 0.1800, -1.2746)
C (-2.9194, -0.1808, -1.2559)
O (-2.1395, 0.2874, -0.3367)
H (4.3490, 0.6824, -0.7121)
H (3.3794, -0.6001, 0.0575)
H (3.2442, 1.0492, 0.6326)
H (2.3344, 2.2425, -2.6022)
H (2.9296, 2.6761, -1.0162)
H (-0.0058, 2.0899, -1.6250)
H (0.7365, 3.6819, -1.5377)
H (0.2257, 3.6813, 0.6390)
H (1.5458, 2.5584, 0.8713)
H (-1.4107, 3.3404, 1.4674)
H (-3.6056, 3.4443, 2.1895)
H (-5.5516, 2.4364, 3.3547)
H (-5.4824, 0.0356, 3.9630)
H (-3.5106, -1.3447, 3.4059)
H (3.2997, 0.1700, -2.9431)
H (1.5385, 0.1854, -3.0424)
H (3.1573, -1.9041, -1.5315)
H (2.5988, -2.0195, -3.1743)
H (1.1952, -2.7772, -0.8218)
H (0.7266, -2.9399, -2.4996)
H (-0.8692, -2.1207, -3.2105)
H (-2.9306, -2.0903, -4.0884)
H (-5.3121, -1.4312, -4.0851)
H (-6.1632, 0.0237, -2.2591)
H (-4.6449, 0.8118, -0.4714)
C (0.4717, -6.1242, 4.0834)
Si (1.2893, -5.1521, 2.7056)
C (2.1153, -6.3290, 1.5046)
C (2.5587, -4.0053, 3.4470)
C (-0.0927, -4.2725, 1.7581)
C (-1.2402, -5.0006, 1.4524)
C (-2.3212, -4.4417, 0.7744)
C (-2.2313, -3.1250, 0.3782)
N (-1.1304, -2.4271, 0.6239)
C (-0.0897, -2.9396, 1.3203)
S (1.1206, -1.6886, 1.5204)
H (1.2283, -6.6548, 4.6658)
H (-0.2358, -6.8671, 3.7108)
H (-0.0658, -5.4578, 4.7609)
H (2.8693, -6.9371, 2.0095)
H (2.6098, -5.7798, 0.7004)
H (1.3887, -7.0051, 1.0487)
H (3.2286, -4.5948, 4.0797)
H (2.0966, -3.2345, 4.0645)
H (3.1591, -3.5075, 2.6862)
H (-1.3084, -6.0383, 1.7621)
H (-3.2141, -5.0118, 0.5624)
H (-3.0304, -2.6146, -0.1466)

Computed properties:
- multiplicity = 2

Atomic partial charges in e from the Mulliken method, atoms 1 to 5: 0.73 -1.28 0.92 -1.37 -0.38

=====

C29H37IrN7O4P | ωB97M-V with the def2-TZVPD basis set

Element x y z (Å)
Ir (0.1374, 0.5134, 0.6173)
N (0.0997, -1.3384, 4.5308)
C (-0.0723, -0.4650, 3.5715)
N (0.1318, -0.7358, 2.2868)
C (0.6019, -2.0141, 1.9327)
N (0.8764, -2.3069, 0.6911)
N (0.6957, -1.2260, -0.1262)
C (0.8976, -1.3097, -1.3985)
C (0.8156, -0.0498, -2.1332)
C (1.1260, 0.0736, -3.4710)
C (1.0745, 1.3334, -4.0629)
C (0.7142, 2.4194, -3.2888)
C (0.4037, 2.2375, -1.9463)
N (0.4485, 1.0332, -1.3748)
C (0.7786, -3.0075, 2.9660)
C (1.2183, -4.3092, 2.6856)
C (1.3797, -5.2070, 3.7168)
C (1.1111, -4.8291, 5.0377)
C (0.6784, -3.5520, 5.3378)
C (0.5156, -2.6553, 4.2924)
H (-0.0829, -1.0472, 5.4847)
H (-0.3715, 0.5297, 3.8635)
H (1.1574, -2.2611, -1.8489)
H (1.4086, -0.8030, -4.0395)
H (1.3226, 1.4571, -5.1090)
H (0.6772, 3.4177, -3.7037)
H (0.1228, 3.0674, -1.3153)
H (1.4182, -4.5949, 1.6627)
H (1.7146, -6.2135, 3.5071)
H (1.2458, -5.5451, 5.8375)
H (0.4703, -3.2603, 6.3599)
C (3.8399, -1.0611, 1.1325)
C (3.4230, 0.3623, 1.2348)
N (2.2166, 0.9087, 1.0921)
C (2.3554, 2.2634, 1.3519)
C (3.6558, 2.5397, 1.6392)
N (4.2915, 1.3374, 1.5577)
C (4.4762, 3.7407, 2.0302)
O (3.8615, 4.8992, 2.1463)
O (5.6435, 3.5621, 2.2167)
C (1.1701, 3.1186, 1.3400)
O (1.1354, 4.2982, 1.5440)
O (0.0432, 2.4302, 1.0220)
H (3.2962, -1.5922, 0.3564)
H (3.6766, -1.5747, 2.0824)
H (4.9032, -1.1188, 0.9065)
H (5.2908, 1.2524, 1.7258)
H (2.9041, 4.8548, 1.9554)
C (-2.9668, 0.4604, 2.7294)
C (-3.5171, 0.7773, 1.3482)
C (-4.8055, -0.0140, 1.0927)
P (-2.2696, 0.6991, -0.0243)
C (-2.4659, -0.8115, -1.0799)
C (-3.6712, -0.9360, -2.0241)
C (-2.3978, -2.0810, -0.2199)
C (-2.6807, 2.1985, -1.0466)
C (-2.3616, 3.5846, -0.4707)
C (-4.1964, 2.1987, -1.3413)
H (-3.7193, 0.7055, 3.4791)
H (-2.0980, 1.0855, 2.9243)
H (-2.7133, -0.5967, 2.8359)
H (-3.7684, 1.8423, 1.3539)
H (-4.6359, -1.0881, 1.1323)
H (-5.2891, 0.2333, 0.1531)
H (-5.5089, 0.2320, 1.8892)
H (-1.5875, -0.7363, -1.7280)
H (-4.6234, -0.8604, -1.5067)
H (-3.6303, -1.9263, -2.4803)
H (-3.6438, -0.2132, -2.8370)
H (-3.3509, -2.2541, 0.2760)
H (-1.6330, -2.0754, 0.5523)
H (-2.2156, -2.9413, -0.8651)
H (-2.1512, 2.0470, -1.9917)
H (-3.0045, 3.8037, 0.3830)
H (-2.6049, 4.3143, -1.2438)
H (-1.3402, 3.7478, -0.1596)
H (-4.7674, 2.4314, -0.4442)
H (-4.5817, 1.2884, -1.7829)
H (-4.3804, 3.0078, -2.0491)

Computed properties:
- ΔE to the lowest compared entry with this formula, charge and spin (kcal per mole) = 0.0
- multiplicity = 2
- net charge = +3

Atomic partial charges in e from the Mulliken method, atoms 1 to 5: 2.64 0.12 -0.72 -0.34 0.21

=====

C29H37N4O | ωB97M-V with the def2-TZVPD basis set

Element x y z (Å)
C (-1.7895, 3.8546, 2.6592)
N (-1.6156, 2.4244, 2.7569)
C (-2.6925, 1.5860, 2.8709)
O (-3.8650, 1.9369, 2.9740)
C (-2.1538, 0.1538, 2.8583)
C (-2.7853, -0.7216, 1.7718)
C (-4.2629, -0.9638, 1.9795)
C (-5.1556, -0.7458, 0.9261)
C (-6.5295, -0.8815, 1.1395)
C (-7.0080, -1.2852, 2.3933)
C (-6.1062, -1.5617, 3.4275)
C (-4.7303, -1.4211, 3.2159)
N (-0.7217, 0.3697, 2.6586)
C (0.1796, -0.6407, 2.8369)
C (1.4015, -0.6666, 2.2484)
C (2.3791, -1.8081, 2.2916)
C (3.8237, -1.2986, 2.4506)
C (4.6761, -1.8784, 3.3945)
C (6.0441, -1.6128, 3.3442)
C (6.5391, -0.6687, 2.4385)
C (7.9592, -0.4302, 2.3389)
N (9.1154, -0.2631, 2.2430)
C (5.6554, 0.0356, 1.6152)
C (4.2984, -0.3044, 1.5866)
N (2.3502, -2.5819, 1.0435)
C (3.6341, -3.2969, 0.6667)
C (3.2017, -4.5990, 0.0076)
C (1.8732, -4.9081, 0.6784)
C (1.1796, -3.5430, 0.7170)
C (0.6679, -3.1292, -0.6786)
C (0.0654, -3.5395, 1.7382)
C (-0.3505, 1.7690, 2.4460)
C (0.0438, 2.0769, 0.9890)
C (0.7682, 2.2184, 3.3997)
H (-2.8428, 4.0927, 2.8177)
H (-1.1759, 4.3536, 3.4163)
H (-1.4728, 4.2159, 1.6740)
H (-2.3173, -0.2999, 3.8546)
H (-2.6058, -0.2336, 0.7964)
H (-2.2546, -1.6882, 1.7590)
H (-4.7536, -0.4302, -0.0410)
H (-7.2219, -0.6628, 0.3261)
H (-8.0812, -1.3848, 2.5636)
H (-6.4628, -1.8781, 4.4086)
H (-4.0134, -1.6346, 4.0130)
H (-0.1818, -1.4692, 3.4623)
H (1.7251, 0.1925, 1.6513)
H (2.1410, -2.5041, 3.1086)
H (4.2815, -2.5847, 4.1299)
H (6.7387, -2.1553, 3.9916)
H (6.0282, 0.8385, 0.9767)
H (3.6267, 0.1909, 0.8723)
H (2.2891, -1.8438, 0.3365)
H (4.1919, -3.5171, 1.5761)
H (4.2333, -2.6217, 0.0399)
H (3.9512, -5.3777, 0.1701)
H (3.0816, -4.4494, -1.0718)
H (2.0163, -5.2502, 1.7160)
H (1.2522, -5.6537, 0.1686)
H (-0.1439, -3.7983, -1.0009)
H (0.2723, -2.0977, -0.6577)
H (1.4648, -3.1760, -1.4386)
H (-0.6239, -4.3691, 1.5213)
H (0.4376, -3.6814, 2.7627)
H (-0.5124, -2.6134, 1.6730)
H (-0.8165, 1.9137, 0.3235)
H (0.3649, 3.1263, 0.9258)
H (0.8706, 1.4493, 0.6478)
H (0.4065, 2.1821, 4.4362)
H (1.6357, 1.5574, 3.3107)
H (1.0758, 3.2396, 3.1471)

Computed properties:
- ΔE to the lowest compared entry with this formula, charge and spin (kcal per mole) = 29.8
- net charge = +1

Atomic partial charges in e from the Mulliken method, atoms 1 to 5: -0.97 0.23 0.15 -0.68 0.09

=====

C29H37N4O2 | ωB97M-V with the def2-TZVPD basis set

Element x y z (Å)
C (1.6986, 4.0663, 1.2242)
N (1.4282, 2.6815, 0.9159)
C (2.3989, 1.8324, 0.4664)
O (3.5661, 2.1461, 0.2389)
C (1.7556, 0.4537, 0.2931)
C (2.4283, -0.6068, 1.1846)
C (3.8455, -0.8461, 0.8086)
C (4.3536, -1.2487, -0.4211)
N (5.7365, -1.2370, -0.3596)
C (6.1448, -0.8551, 0.9129)
C (7.4287, -0.6890, 1.4236)
C (7.5400, -0.2458, 2.7512)
C (6.3919, 0.0523, 3.5126)
C (5.1037, -0.1041, 2.9810)
C (4.9735, -0.5885, 1.6777)
N (0.3556, 0.7142, 0.6418)
C (-0.5808, -0.2515, 0.5676)
C (-1.9149, -0.0426, 0.8883)
C (-2.9287, -0.9867, 0.7757)
C (-4.2891, -0.7396, 1.1682)
C (-5.2489, -1.7845, 1.1068)
C (-6.5729, -1.5705, 1.4731)
C (-6.9901, -0.3051, 1.9168)
C (-6.0610, 0.7405, 2.0011)
C (-4.7327, 0.5334, 1.6378)
C (0.0960, 2.1083, 1.0589)
C (-0.3541, 2.2195, 2.5281)
C (-0.8835, 2.8468, 0.1300)
H (2.7574, 4.2774, 1.0630)
H (1.0974, 4.7247, 0.5858)
H (1.4431, 4.2761, 2.2699)
H (1.8398, 0.1651, -0.7751)
H (2.3955, -0.2691, 2.2340)
H (1.8411, -1.5356, 1.1060)
H (3.8093, -1.5105, -1.3236)
H (6.3676, -1.4688, -1.1190)
H (8.2945, -0.9089, 0.7972)
H (8.5270, -0.1286, 3.2009)
H (6.5044, 0.4131, 4.5379)
H (4.2020, 0.1406, 3.5452)
H (-0.2427, -1.2334, 0.2210)
H (-2.1686, 0.9431, 1.2687)
H (-2.6617, -1.9900, 0.4304)
H (-4.9182, -2.7680, 0.7679)
H (-7.2923, -2.3897, 1.4176)
H (-8.0295, -0.1390, 2.2029)
H (-6.3798, 1.7228, 2.3564)
H (-4.0300, 1.3641, 1.7146)
H (0.4180, 1.8005, 3.1883)
H (-0.5080, 3.2786, 2.7714)
H (-1.2882, 1.6856, 2.7149)
H (-0.4979, 2.8391, -0.8991)
H (-1.8746, 2.3871, 0.1264)
H (-0.9855, 3.8819, 0.4814)
O (-0.2074, 0.4928, -2.8249)
C (-0.5501, -0.2122, -4.0078)
C (-1.2037, -1.5070, -3.5456)
C (-1.5947, -2.4334, -4.7147)
C (-2.9252, -3.0717, -4.2846)
C (-3.5212, -2.0987, -3.2416)
N (-2.4225, -1.2794, -2.8503)
H (0.2482, 1.3097, -3.0885)
H (-1.2838, 0.3582, -4.6036)
H (0.3359, -0.4745, -4.6105)
H (-0.4979, -2.0429, -2.8772)
H (-1.7473, -1.8043, -5.6020)
H (-0.8006, -3.1548, -4.9255)
H (-3.5916, -3.2267, -5.1352)
H (-2.7208, -4.0361, -3.8099)
H (-4.3223, -1.4981, -3.7101)
H (-3.9874, -2.6276, -2.3935)
H (-2.5171, -0.5447, -2.1637)

Computed properties:
- ΔE to the lowest compared entry with this formula, charge and spin (kcal per mole) = 0.0
- net charge = +1

Atomic partial charges in e from the Mulliken method, atoms 1 to 5: -0.95 0.30 0.37 -0.69 -0.16

=====

Number 1: energy -94203.9155 eV. Number 2: energy -146151.9217 eV. Number 3: energy -93830.2894 eV. Number 4: energy -61399.3586 eV. Number 5: energy -38675.1975 eV. Number 6: energy -40722.8359 eV.